Entry from OMol25: a molecular structure, C8H6CaN2O4S (ωB97M-V with the def2-TZVPD basis set).

Each line ends with the natural charge from an NBO analysis.
CARTESIAN COORDINATES (ANGSTROEM)
Ca (-0.5578, 2.1119, -0.7529)  1.609
O (-1.8301, 4.3138, -3.2950)  -0.306
C (-1.4456, 3.6184, -2.4656)  0.391
C (-1.6064, 2.1324, 1.5463)  0.396
O (-2.0055, 2.0151, 2.6216)  -0.345
C (1.6888, 1.7592, 0.1338)  0.393
O (2.7145, 1.5883, 0.6286)  -0.322
C (-0.0429, 4.0858, 0.7892)  0.381
O (0.2589, 4.7449, 1.6869)  -0.342
C (-0.1437, -1.2266, 1.5848)  -0.406
N (0.2239, -1.8507, 0.3098)  -0.332
C (1.0100, -2.9828, 0.1426)  -0.055
C (1.0243, -3.2608, -1.1855)  -0.039
N (0.2490, -2.2928, -1.8122)  -0.490
C (-0.3085, -1.4621, -0.8842)  0.246
S (-1.5476, -0.3114, -1.1285)  -0.454
H (0.3530, -0.2431, 1.6833)  0.180
H (-1.2330, -1.0788, 1.5877)  0.243
H (0.1735, -1.9073, 2.3918)  0.258
H (1.4942, -3.4849, 0.9673)  0.266
H (1.5315, -4.0200, -1.7536)  0.270
H (-0.0005, -2.2486, -2.7961)  0.458

Values from the calculation:
- Net charge: +2
- 2S+1: 1

---

Entry from OMol25: 2 unconnected molecules or ions with the total composition C2H8N2O (ωB97M-V with the def2-TZVPD basis set).

Each line ends with the natural charge from an NBO analysis.
CARTESIAN COORDINATES (ANGSTROEM)
O (2.7405, 1.5022, 0.6011)  -0.491
C (3.5499, 0.6870, 0.0985)  0.257
H (4.5927, 0.9620, 0.0255)  0.117
H (3.3039, -0.3500, -0.2790)  0.117
N (-1.1908, 0.3881, -0.1435)  -0.906
C (-1.7228, -1.0411, 0.0608)  -0.035
N (-3.0363, -1.3552, -0.3661)  -0.835
H (-1.6197, 1.1757, -0.5954)  0.370
H (-0.2962, 0.2627, -0.5469)  0.354
H (-1.5848, -1.2484, 1.1420)  0.167
H (-1.0263, -1.7059, -0.4928)  0.162
H (-3.0937, -1.6580, -1.3176)  0.364
H (-3.5724, -0.5613, -0.1336)  0.358

Values from the calculation:
- Energy relative to the best compared isomer or geometry (same formula, charge and spin): 273.9 kJ/mol
- SMILES: C=O.NCN
- 2S+1: 1

---

Entry from OMol25: a molecular structure, C41H44N5O3S3SbSc (ωB97M-V with the def2-TZVPD basis set).

Each line ends with the Mulliken charge.
CARTESIAN COORDINATES (ANGSTROEM)
Sc (0.1880, 0.4706, 0.7663)  -0.411
C (3.6207, -4.9462, 0.7180)  -1.047
C (3.7885, -3.4421, 0.5298)  -0.542
N (2.6659, -2.8875, -0.1993)  0.243
C (1.6183, -2.3119, 0.4052)  0.238
S (0.1373, -2.1057, -0.5061)  -0.403
N (1.6399, -1.9892, 1.6666)  -1.421
N (0.5477, -1.2755, 2.0414)  2.010
C (-0.1008, -1.5539, 3.1187)  -0.229
C (0.3181, -2.6268, 4.0706)  -1.976
C (-1.3608, -0.8192, 3.2625)  1.277
C (-2.0606, -0.7346, 4.4639)  -1.087
C (-3.2760, -0.0711, 4.4912)  -0.524
C (-3.7650, 0.4733, 3.3152)  -0.835
C (-2.9942, 0.3621, 2.1659)  -0.068
N (-1.8241, -0.2599, 2.1240)  0.102
H (4.5304, -5.3781, 1.1227)  0.418
H (3.4015, -5.4218, -0.2379)  0.213
H (2.8071, -5.1507, 1.4086)  0.257
H (4.6981, -3.2357, -0.0386)  0.400
H (3.8393, -2.9344, 1.4924)  0.301
H (2.4702, -3.3260, -1.0913)  -0.219
H (1.1392, -3.1790, 3.6176)  0.349
H (-0.5094, -3.3020, 4.2783)  0.429
H (0.6587, -2.1977, 5.0120)  0.368
H (-1.6493, -1.1588, 5.3645)  0.480
H (-3.8311, 0.0243, 5.4108)  0.460
H (-4.7184, 0.9773, 3.2904)  0.484
H (-3.3336, 0.7952, 1.2327)  0.535
O (-1.7020, 0.6361, -0.6985)  0.296
H (-2.2336, 0.0635, -1.2721)  -0.058
H (-1.7430, 1.5394, -1.0572)  0.228
S (4.5022, 2.4737, 2.0017)  -0.156
C (3.7633, 1.7032, 3.3451)  -0.289
C (2.7188, 0.9413, 2.9351)  -0.886
N (2.4848, 0.9596, 1.5870)  0.786
C (3.3521, 1.7187, 0.9812)  -0.310
H (4.1281, 1.8505, 4.3418)  0.456
H (2.0728, 0.3706, 3.5827)  0.336
H (3.3680, 1.8732, -0.0847)  0.227
C (-4.3183, 5.9128, 4.6382)  -1.554
C (-3.2891, 5.0731, 3.9573)  0.497
C (-2.3713, 4.3281, 4.6826)  -1.091
C (-1.4265, 3.5263, 4.0642)  0.585
C (-0.4734, 2.7912, 4.9543)  -1.141
C (-1.4013, 3.4506, 2.6569)  -0.048
C (-2.2700, 4.2688, 1.9068)  1.339
C (-2.2644, 4.3459, 0.4095)  -1.505
C (-3.1999, 5.0479, 2.5739)  -1.024
C (-0.5474, 2.4537, 1.9942)  1.755
O (-0.4149, 2.4040, 0.7304)  -0.709
O (0.0098, 1.5287, 2.6474)  -0.303
H (-4.5560, 5.5131, 5.6203)  0.399
H (-5.2276, 5.9668, 4.0444)  0.407
H (-3.9376, 6.9263, 4.7639)  0.304
H (-2.3878, 4.3693, 5.7624)  0.444
H (-0.4762, 3.2382, 5.9472)  0.597
H (0.5382, 2.8134, 4.5582)  0.171
H (-0.7641, 1.7446, 5.0366)  0.056
H (-2.7953, 3.4907, -0.0110)  0.170
H (-1.2527, 4.3426, 0.0142)  0.276
H (-2.7677, 5.2540, 0.0816)  0.504
H (-3.8774, 5.6567, 1.9930)  0.425
S (1.5044, 0.8685, -1.5970)  -0.709
Sb (0.9163, -0.9219, -2.9673)  1.398
C (1.3965, -0.2313, -4.9373)  0.165
C (0.9109, -1.0076, -5.9781)  -0.274
C (1.1622, -0.6496, -7.2890)  -0.689
C (1.9071, 0.4875, -7.5610)  -0.519
C (2.3955, 1.2613, -6.5224)  -0.478
C (2.1399, 0.9017, -5.2096)  -0.536
C (-1.2189, -0.8926, -3.2985)  0.618
C (-2.1207, -1.8406, -2.8444)  -0.171
C (-3.4823, -1.6254, -3.0070)  -0.688
C (-3.9396, -0.4481, -3.5752)  -0.535
C (-3.0362, 0.5040, -4.0230)  -0.698
C (-1.6764, 0.2731, -3.9017)  -0.597
C (1.9287, -2.8361, -3.2266)  -0.406
C (1.2541, -4.0414, -3.1202)  0.369
C (1.9350, -5.2281, -3.3432)  -0.692
C (3.2844, -5.2103, -3.6536)  -0.571
C (3.9563, -4.0021, -3.7539)  -0.690
C (3.2764, -2.8132, -3.5477)  -0.281
H (0.3308, -1.8961, -5.7593)  0.322
H (0.7749, -1.2537, -8.0956)  0.431
H (2.1028, 0.7683, -8.5844)  0.394
H (2.9728, 2.1499, -6.7288)  0.425
H (2.5132, 1.5030, -4.3917)  0.423
H (-1.7736, -2.7448, -2.3654)  0.196
H (-4.1779, -2.3860, -2.6889)  0.447
H (-4.9993, -0.2759, -3.6757)  0.421
H (-3.3848, 1.4225, -4.4716)  0.455
H (-0.9642, 0.9990, -4.2811)  0.411
H (0.2049, -4.0549, -2.8619)  0.284
H (1.4067, -6.1673, -3.2721)  0.439
H (3.8145, -6.1360, -3.8148)  0.421
H (5.0086, -3.9816, -3.9949)  0.445
H (3.7911, -1.8662, -3.6421)  0.475

Values from the calculation:
- Net charge: +1
- Energy relative to the best compared isomer or geometry (same formula, charge and spin): 103.7 kJ/mol
- 2S+1: 1

---

Entry from OMol25: a single C9H9N3O2 molecule (ωB97M-V with the def2-TZVPD basis set).

Each line ends with the natural charge from an NBO analysis.
CARTESIAN COORDINATES (ANGSTROEM)
C (-2.5374, 1.2557, -0.9889)  -0.271
C (-2.8495, -0.1422, -1.0728)  -0.143
C (-1.4011, 1.5450, -0.3128)  -0.113
C (-1.9403, -1.0757, -0.6969)  -0.323
C (-0.4550, 0.6283, 0.1248)  -0.260
C (-0.7509, -0.7479, -0.0901)  0.331
C (0.7509, 1.0885, 0.6395)  0.276
C (1.3213, -1.4127, 1.1634)  -0.201
C (1.8587, 0.0380, 0.6339)  -0.160
N (0.9355, 2.2675, 1.0063)  -0.614
N (0.0737, -1.7185, 0.3759)  -0.600
N (2.5370, -0.1475, -0.7337)  0.529
O (3.5629, 0.4876, -0.9607)  -0.375
O (1.9756, -0.8535, -1.5519)  -0.358
H (-3.2376, 2.0508, -1.3495)  0.221
H (-3.8535, -0.2308, -1.6125)  0.224
H (-1.0870, 2.4873, -0.0780)  0.225
H (-2.2713, -2.1414, -0.8035)  0.214
H (2.0492, -2.2034, 1.1086)  0.218
H (1.0656, -1.3612, 2.1712)  0.197
H (2.6636, 0.1909, 1.2428)  0.225
H (1.8789, 2.6410, 1.3297)  0.366
H (-0.2895, -2.6458, 0.4550)  0.392

Values from the calculation:
- Energy relative to the best compared isomer or geometry (same formula, charge and spin): 549.1 kJ/mol
- SMILES: [H]/N=C1/c2ccccc2NC[C@H]1[N+](=O)[O-]
- 2S+1: 1

---

Number 1: LUMO level -8.62 eV, HOMO -15.268 eV. Number 2: LUMO level 0.52 eV, HOMO -8.835 eV. Number 3: LUMO level -2.53 eV, HOMO -10.413 eV. Number 4: LUMO level -0.02 eV, HOMO -8.045 eV.